{"formula": "C3H8ClNOS", "method": "ωB97M-V/def2-TZVPD", "symbols": ["C", "C", "C", "N", "O", "S", "Cl", "H", "H", "H", "H", "H", "H", "H", "H"], "xyz": [[3.404, 0.395, -0.874], [-0.653, 0.113, -2.000], [-2.703, 0.029, -1.024], [-1.380, 0.658, -1.142], [5.070, -1.169, 0.379], [3.669, -0.934, 0.047], [1.127, 2.139, 1.121], [4.176, 1.104, -1.126], [2.520, 0.584, -1.433], [0.029, 1.687, 0.689], [0.369, 0.470, -2.104], [-0.978, -0.564, -2.757], [-3.168, 0.088, -0.035], [-3.494, 0.618, -1.571], [-2.514, -1.016, -1.373]], "homo_energy_ev": -9.654, "gap_ha": 0.3497, "e_lumo_ev": -0.14, "energy_ev": -30133.2424, "molar_mass_g_mol": 141.62}


{"formula": "C3H8FKO3S", "method": "ωB97M-V/def2-TZVPD", "symbols": ["K", "F", "O", "S", "O", "O", "C", "C", "C", "H", "H", "H", "H", "H", "H", "H", "H"], "xyz": [[3.504, -2.378, 0.332], [5.350, -0.748, -0.696], [-1.221, -2.096, -1.371], [-0.583, -1.320, -0.376], [0.837, -1.427, -0.227], [-0.998, 0.178, -0.657], [-0.266, 1.204, 0.033], [-0.190, 2.438, -0.855], [-1.322, -1.591, 1.206], [0.732, 0.987, 0.414], [-0.826, 1.444, 0.945], [-1.144, 2.970, -0.824], [-0.114, 2.122, -1.896], [0.616, 3.111, -0.581], [-2.403, -1.554, 1.106], [-1.025, -0.794, 1.885], [-0.947, -2.547, 1.561]], "homo_energy_ev": -7.830, "gap_ha": 0.2661, "e_lumo_ev": -0.59, "energy_ev": -39260.5776, "molar_mass_g_mol": 182.26}


Copy entry 2 word for word.
{"formula": "C3H8FKO3S", "method": "ωB97M-V/def2-TZVPD", "symbols": ["K", "F", "O", "S", "O", "O", "C", "C", "C", "H", "H", "H", "H", "H", "H", "H", "H"], "xyz": [[3.504, -2.378, 0.332], [5.350, -0.748, -0.696], [-1.221, -2.096, -1.371], [-0.583, -1.320, -0.376], [0.837, -1.427, -0.227], [-0.998, 0.178, -0.657], [-0.266, 1.204, 0.033], [-0.190, 2.438, -0.855], [-1.322, -1.591, 1.206], [0.732, 0.987, 0.414], [-0.826, 1.444, 0.945], [-1.144, 2.970, -0.824], [-0.114, 2.122, -1.896], [0.616, 3.111, -0.581], [-2.403, -1.554, 1.106], [-1.025, -0.794, 1.885], [-0.947, -2.547, 1.561]], "homo_energy_ev": -7.830, "gap_ha": 0.2661, "e_lumo_ev": -0.59, "energy_ev": -39260.5776, "molar_mass_g_mol": 182.26}